Below is C20H42OP2SiW as an isolated structure, with properties calculated with ωB97M-V/def2-TZVPD.

Summary:
* spin multiplicity: 3
* total charge: 0
* expectation value of S²: 2.063
* frontier orbital gap (spin up / spin down): 6.1 / 7.7 eV
* highest occupied orbital energy (spin up / spin down): -5.7 / -7.3 eV

XYZ file:
```
67
C20H42OP2SiW | the OMol25 dataset | ωB97M-V/def2-TZVPD
W 0.2543 0.3514 -0.6784
Si -0.1345 -2.0393 -0.9033
P 2.6513 -0.1985 -0.7394
P -2.2895 0.3129 -0.7295
H 1.3862 0.6267 -1.8529
C 3.6927 1.3027 -0.9193
H 4.7293 0.9841 -1.1089
H 3.6362 1.8986 0.0025
H 3.3436 1.9184 -1.7622
C 3.1744 -1.2089 -2.1867
H 4.2305 -1.4645 -2.0238
H 3.0734 -0.6292 -3.1141
H 2.5706 -2.1226 -2.2668
C 3.3933 -1.0941 0.6421
H 4.3403 -1.5278 0.2885
H 2.7294 -1.9034 0.9710
H 3.5798 -0.3919 1.4688
C -3.0291 1.9875 -0.5522
H -4.0883 1.8621 -0.2849
H -2.9697 2.5430 -1.4955
H -2.5342 2.5745 0.2314
C -3.4012 -0.3461 -2.0348
H -4.4414 -0.2425 -1.6844
H -3.1899 -1.4027 -2.2329
H -3.2730 0.2220 -2.9633
C -3.0063 -0.5554 0.7224
H -4.0136 -0.1554 0.9126
H -2.3780 -0.4190 1.6098
H -3.0705 -1.6294 0.5141
C -0.0461 -3.1160 -2.4587
H 0.8054 -2.8642 -3.0950
H -0.9829 -2.9969 -3.0125
H 0.0415 -4.1520 -2.1073
H 0.8448 -2.7742 -0.0535
H -1.4445 -2.5631 -0.4365
C -0.4313 0.7504 -3.6417
O -1.0409 -0.3112 -3.5339
C -0.4514 1.8672 -2.5717
H 0.3077 2.5985 -2.9058
H -0.2103 1.8506 -1.3921
H -1.4223 2.3814 -2.6370
C 0.4424 0.9837 -4.8455
H -0.1274 1.4152 -5.6813
H 0.8845 0.0472 -5.1888
H 1.2050 1.7249 -4.6274
C 1.2031 1.9719 3.3871
C 0.0382 1.3602 2.5684
C -1.1675 2.2764 2.7598
C 0.4369 1.3513 1.0991
C -0.2226 -0.0532 3.1256
C 0.7681 -1.0150 2.9611
C 0.5782 -2.3330 3.3852
C -0.6178 -2.6910 4.0182
C -1.5881 -1.7169 4.2611
C -1.3930 -0.3968 3.8238
H 1.4015 2.9965 3.0461
H 2.1351 1.3981 3.2909
H 0.9411 2.0150 4.4565
H -0.9290 3.2646 2.3542
H -2.0354 1.8806 2.2250
H -1.4137 2.3848 3.8242
H 0.9194 2.3415 0.9198
H 1.7079 -0.7156 2.4834
H 1.3581 -3.0744 3.2026
H -0.7796 -3.7194 4.3503
H -2.5180 -1.9717 4.7767
H -2.1633 0.3517 4.0398
```



Below is a 2-piece molecular cluster, C3H4N2O overall, with properties calculated with ωB97M-V/def2-TZVPD.

Summary:
* total charge: 0
* frontier orbital gap: 9.7 eV
* highest occupied orbital energy: -10.4 eV
* energy relative to the best compared isomer or geometry (same formula, charge and spin): 91.05 kcal/mol

XYZ file:
```
10
C3H4N2O | the OMol25 dataset | ωB97M-V/def2-TZVPD
N -0.1778 1.2754 0.5263
C 0.0280 0.3717 1.4205
O 0.0575 -0.8248 1.0194
C -0.3200 -0.2798 -0.8794
C 0.6473 -1.2686 -1.3033
N 1.4046 -2.0248 -1.7455
H -0.2051 2.2613 0.7708
H 0.1657 0.5837 2.4857
H -0.2764 0.5710 -1.5477
H -1.3239 -0.6652 -0.7468
```



Q: Which value of total charge does entry 1 give?
A: 0